[1]
{
  "formula": "C2H6HgO2",
  "method": "ωB97M-V/def2-TZVPD",
  "elements": ["O", "Hg", "C", "C", "H", "H", "H", "H", "H", "O", "H"],
  "positions_angstrom": [[0.2673, 0.6818, -1.7348], [-0.7459, 2.4614, -1.2902], [0.4678, -0.1538, -0.5646], [0.7049, 0.6229, 0.7015], [0.9340, -1.0737, -0.9633], [-0.1845, 0.0028, 1.1769], [1.2655, 0.3251, 1.6027], [1.4802, 1.4051, 0.5410], [-1.2657, -0.5400, 0.1040], [-1.6205, -1.5738, -0.1341], [-1.3031, -2.1577, 0.5610]],
  "atomic_forces_ev_per_a": [[0.4, -1.9, 2.2], [-0.3, 0.5, 0.1], [1.9, 1.4, -3.8], [0.0, -3.0, 1.0], [-0.1, 0.4, 0.8], [0.1, 3.9, 0.6], [1.2, -1.9, -0.6], [-2.2, 1.4, 0.0], [-1.3, -4.5, -1.2], [0.3, 3.5, 0.8], [0.1, 0.2, 0.2]],
  "relative_energy_kcal_mol": 79.6,
  "homo_lumo_gap_ha": [0.2731, 0.3024],
  "multiplicity": 3,
  "homo_energy_ev": [-7.0, -10.2]
}

***

[2]
{
  "formula": "C3H8NS",
  "method": "ωB97M-V/def2-TZVPD",
  "elements": ["C", "S", "H", "H", "H", "C", "C", "N", "H", "H", "H", "H", "H"],
  "positions_angstrom": [[0.7439, 1.7012, 2.4750], [-0.8403, 0.7936, 2.3100], [1.3988, 1.1029, 3.1140], [0.5238, 2.7355, 2.7418], [1.3737, 1.8972, 1.5806], [-0.7992, -1.7559, -2.1228], [0.2740, -0.0517, -0.9489], [0.3569, -0.8694, -1.9169], [-1.6860, -1.3491, -1.6292], [-1.0210, -1.8160, -3.1990], [-0.5208, -2.7579, -1.7993], [0.8021, -0.1761, 0.0212], [-0.6057, 0.5456, -0.6265]],
  "atomic_forces_ev_per_a": [[0.1, 0.0, -0.8], [0.2, 0.0, -0.5], [0.0, 0.7, 0.5], [0.2, -0.1, 1.0], [-0.5, -0.6, -0.3], [-0.3, 1.9, -2.1], [-1.5, -0.4, 1.6], [0.7, -1.6, 1.5], [-0.1, -0.4, 0.2], [-0.1, -0.2, 0.1], [-0.1, 0.2, 0.3], [1.8, 1.1, -1.0], [-0.5, -0.5, -0.6]],
  "relative_energy_kcal_mol": 70.8,
  "homo_lumo_gap_ha": 0.2271,
  "homo_energy_ev": -2.4,
  "total_charge": -1
}

***

[3]
{
  "formula": "CHIN2",
  "method": "ωB97M-V/def2-TZVPD",
  "elements": ["I", "C", "N", "N", "H"],
  "positions_angstrom": [[-1.5969, 1.2917, -0.1222], [0.0374, -0.0408, -0.2306], [1.0723, -0.0525, 0.7740], [0.1802, -1.0630, 0.7618], [0.3070, -0.1355, -1.1830]],
  "atomic_forces_ev_per_a": [[-0.1, 0.1, 0.1], [-1.0, 1.0, 3.4], [-4.0, -4.2, 0.3], [4.0, 4.0, 0.0], [1.0, -0.8, -3.8]],
  "relative_energy_kcal_mol": 35.1,
  "homo_lumo_gap_ha": 0.3332,
  "smiles": "IC1N=N1",
  "homo_energy_ev": -9.9
}

***

[4]
{
  "formula": "C3H6IN",
  "method": "ωB97M-V/def2-TZVPD",
  "elements": ["C", "C", "I", "H", "H", "H", "C", "N", "H", "H", "H"],
  "positions_angstrom": [[1.1554, 1.5003, -0.6589], [1.1068, 0.3244, -0.0577], [2.0682, -0.5258, 1.5870], [0.4500, 1.6455, -1.6020], [1.8272, 2.3261, -0.4601], [0.3688, -0.3790, -0.5471], [-2.4959, -0.9814, 0.6128], [-2.0304, -0.7493, -0.5192], [-3.6178, -1.0313, 0.5868], [-1.8748, -0.8867, 1.3983], [-2.7130, -0.6890, -1.2710]],
  "atomic_forces_ev_per_a": [[-0.8, 0.5, -1.8], [-1.6, -1.1, -1.4], [0.0, 0.5, -0.3], [1.5, -0.3, 2.2], [-0.1, 0.0, 0.3], [0.9, 0.6, 1.1], [-4.3, 0.6, -3.2], [1.8, 0.3, -1.6], [0.9, -0.4, 1.5], [1.8, -0.3, 3.1], [-0.2, -0.3, 0.2]],
  "relative_energy_kcal_mol": 37.5,
  "homo_lumo_gap_ha": 0.3581,
  "smiles": "C=CI.C=N",
  "homo_energy_ev": -9.0
}

***

[5]
{
  "formula": "C22H42BrClN3OS2SeSiTl",
  "method": "ωB97M-V/def2-TZVPD",
  "elements": ["Tl", "C", "C", "N", "C", "C", "S", "C", "C", "N", "H", "H", "H", "H", "H", "H", "H", "H", "H", "H", "H", "H", "H", "H", "Br", "C", "C", "C", "C", "N", "C", "H", "H", "H", "H", "C", "C", "C", "C", "C", "C", "H", "H", "H", "H", "H", "H", "H", "H", "H", "C", "S", "C", "O", "H", "H", "H", "H", "H", "H", "C", "Si", "C", "C", "Se", "H", "H", "H", "H", "H", "H", "H", "H", "H", "Cl"],
  "positions_angstrom": [[-0.1283, 0.2316, -0.6129], [2.3834, -0.7953, 2.4325], [1.6238, 0.5289, 2.4823], [1.5533, 1.2347, 1.2053], [2.7873, 1.8540, 0.7415], [3.9021, 0.9566, 0.1805], [3.5169, -0.4518, -0.9096], [4.0162, -1.8685, 0.0953], [2.8770, -2.5822, 0.8178], [1.9230, -1.6577, 1.3704], [3.4438, -0.5978, 2.2759], [2.3156, -1.2572, 3.4310], [0.5923, 0.3462, 2.7902], [2.0928, 1.1601, 3.2537], [0.8529, 1.9676, 1.3045], [2.5001, 2.5620, -0.0342], [3.2536, 2.4325, 1.5562], [4.5449, 1.6198, -0.4020], [4.5262, 0.5634, 0.9814], [4.4996, -2.5732, -0.5836], [4.7898, -1.5386, 0.7909], [2.3434, -3.2130, 0.1023], [3.3344, -3.2571, 1.5638], [1.0294, -2.0811, 1.5735], [1.2729, -2.9245, -5.7715], [0.5921, -3.0326, -4.0169], [-0.0174, -4.1886, -3.5638], [-0.4996, -4.2013, -2.2668], [-0.3533, -3.0664, -1.4875], [0.2415, -1.9641, -1.9332], [0.7016, -1.9360, -3.1783], [-0.1151, -5.0484, -4.2105], [-0.9913, -5.0758, -1.8661], [-0.7364, -3.0172, -0.4759], [1.1629, -1.0161, -3.5111], [-3.6201, -2.7348, 2.3866], [-2.2090, -2.3683, 2.8595], [-1.3994, -3.6469, 3.1138], [-2.2955, -1.5499, 4.1525], [-1.5378, -1.5738, 1.8173], [-0.9864, -0.9226, 0.9628], [-4.1195, -3.3406, 3.1432], [-3.5843, -3.2982, 1.4544], [-4.2130, -1.8378, 2.2100], [-1.8765, -4.2459, 3.8907], [-0.3863, -3.4070, 3.4386], [-1.3342, -4.2500, 2.2082], [-2.7801, -2.1387, 4.9318], [-2.8765, -0.6409, 3.9984], [-1.3027, -1.2637, 4.5010], [-3.1870, 3.3565, -0.4626], [-2.5999, 2.7695, 1.1117], [-3.6467, 1.3274, 1.2288], [-1.2181, 2.1936, 0.9133], [-4.2344, 3.6327, -0.3568], [-3.0473, 2.5751, -1.2115], [-2.6052, 4.2404, -0.7034], [-4.6824, 1.6542, 1.3037], [-3.3530, 0.8014, 2.1334], [-3.4803, 0.7020, 0.3493], [1.5702, 4.2118, -4.0228], [0.2971, 3.5571, -2.8215], [-1.3740, 3.5220, -3.6671], [0.2876, 4.6333, -1.2917], [1.1449, 1.5054, -2.3874], [1.3042, 5.2261, -4.3251], [1.6101, 3.5910, -4.9176], [2.5660, 4.2321, -3.5820], [-1.3285, 4.1293, -4.5724], [-2.1679, 3.9232, -3.0455], [-1.6479, 2.5066, -3.9482], [-0.0209, 5.6497, -1.5421], [1.2867, 4.6819, -0.8582], [-0.3805, 4.2453, -0.5258], [-2.4032, 0.2389, -1.9922]],
  "atomic_forces_ev_per_a": [[-0.3, -0.1, 0.0], [0.0, 0.0, 0.1], [0.0, 0.1, 0.0], [0.0, 0.0, 0.1], [0.0, 0.0, 0.0], [0.1, 0.0, 0.0], [-0.1, 0.1, -0.1], [0.2, 0.0, 0.0], [-0.1, -0.1, 0.1], [-0.1, 0.0, 0.0], [0.0, 0.0, 0.0], [0.0, 0.0, 0.0], [0.0, 0.0, 0.0], [0.0, 0.0, 0.0], [0.1, 0.0, 0.0], [0.0, 0.0, 0.0], [0.0, 0.0, 0.0], [0.0, 0.0, 0.0], [0.0, 0.0, 0.0], [0.0, 0.0, 0.0], [0.0, 0.0, 0.0], [0.0, 0.0, 0.0], [0.0, 0.0, 0.0], [0.0, 0.0, 0.0], [0.0, 0.0, 0.0], [0.0, 0.0, 0.0], [0.0, 0.0, 0.0], [0.0, 0.0, 0.0], [0.0, 0.0, 0.0], [-0.1, 0.0, 0.0], [0.1, -0.1, 0.0], [0.0, 0.0, 0.0], [0.0, 0.0, 0.0], [0.0, 0.0, 0.0], [0.0, 0.0, 0.0], [0.0, 0.0, 0.0], [0.0, 0.0, 0.0], [0.0, 0.0, 0.0], [0.0, 0.0, 0.0], [0.0, 0.0, 0.1], [0.1, 0.2, -0.2], [0.0, 0.0, 0.0], [0.0, 0.0, 0.0], [0.0, 0.0, 0.0], [0.0, 0.0, 0.0], [0.0, 0.0, 0.0], [0.0, 0.0, 0.0], [0.0, 0.0, 0.0], [0.0, 0.0, 0.0], [0.0, 0.0, 0.0], [0.1, 0.0, -0.1], [0.1, -0.4, 0.3], [-0.2, 0.1, 0.0], [0.2, 0.4, -0.2], [-0.1, 0.0, 0.0], [0.0, 0.0, 0.0], [0.0, 0.1, -0.1], [-0.1, 0.0, 0.0], [0.0, 0.0, 0.0], [0.0, 0.0, 0.0], [0.0, 0.0, 0.0], [-0.3, 0.2, 0.0], [0.1, 0.0, -0.1], [0.0, 0.0, 0.0], [0.4, -0.2, 0.0], [0.0, 0.1, 0.0], [0.0, 0.0, -0.1], [0.1, 0.0, 0.0], [0.0, 0.0, -0.1], [-0.1, 0.0, 0.1], [0.0, -0.1, 0.0], [0.0, 0.1, 0.0], [0.1, 0.0, 0.0], [0.0, -0.1, 0.1], [0.0, 0.0, 0.0]],
  "homo_lumo_gap_ha": 0.3097,
  "homo_energy_ev": -8.0
}

***

[6]
{
  "formula": "C4H15N3O",
  "method": "ωB97M-V/def2-TZVPD",
  "elements": ["N", "C", "C", "C", "N", "C", "N", "H", "H", "H", "H", "H", "H", "H", "H", "H", "H", "H", "H", "H", "O", "H", "H"],
  "positions_angstrom": [[2.3088, 1.6476, -2.6701], [1.4608, 0.6311, -2.0826], [1.3398, 0.8605, -0.5499], [-0.0863, 1.2221, -0.0844], [-0.3001, 1.6218, 1.3124], [-1.1030, 0.0287, -0.3894], [-2.5037, 0.3636, -0.5554], [3.1819, 1.7697, -2.2717], [1.8891, 2.5503, -3.0005], [2.0269, -0.3384, -2.1794], [0.5696, 0.3340, -2.6973], [1.6806, -0.0873, -0.1245], [2.3354, 1.5529, -0.0447], [-0.1820, 2.1208, -0.7019], [-0.2832, 0.6512, 1.9426], [-1.1158, 2.1978, 1.6071], [-0.7572, -0.4298, -1.2928], [-0.9019, -0.7256, 0.4473], [-2.8728, 0.7179, 0.3733], [-2.6946, 0.9124, -1.3256], [-0.9411, -5.3963, 4.1168], [-0.7901, -4.9221, 5.0334], [-0.7593, -5.0182, 3.3302]],
  "atomic_forces_ev_per_a": [[-2.7, 1.1, -2.9], [1.7, -0.7, 0.3], [2.1, -0.3, 2.3], [-0.8, 0.2, 0.1], [0.9, -2.8, 2.6], [1.4, 0.7, 0.2], [0.3, -1.6, 4.3], [1.6, 0.2, 1.0], [0.5, -1.5, 0.8], [-0.2, 0.8, 0.1], [0.4, 1.2, 0.8], [-0.5, -0.3, 0.4], [-3.4, -1.4, -1.9], [-1.2, 0.0, 0.0], [-0.2, 3.6, -1.9], [0.8, -0.9, -1.0], [0.0, -0.6, -0.6], [-0.6, 0.9, -1.0], [0.3, -0.2, -2.0], [-0.4, 1.6, -1.5], [-1.1, -2.1, 7.1], [-0.2, -0.8, -3.8], [1.3, 2.9, -3.2]],
  "relative_energy_kcal_mol": 78.8,
  "homo_lumo_gap_ha": 0.3392,
  "smiles": "NCC[C@H](N)CN.O",
  "homo_energy_ev": -8.6
}